*one*
Below is a cluster of 2 separate species, C10H16 in total, with properties calculated with the ωB97M-V functional and the def2-TZVPD basis.

CARTESIAN COORDINATES (ANGSTROEM)
C (-0.43, -2.76, -1.43)
C (-0.10, -2.74, 0.07)
C (-0.29, -1.34, 0.66)
C (-1.53, -0.97, 1.12)
C (-1.67, 0.31, 1.63)
C (-0.61, 1.21, 1.64)
C (0.60, 0.89, 1.03)
C (0.78, -0.41, 0.57)
H (0.14, -1.97, -1.92)
H (-1.46, -2.42, -1.49)
H (-0.31, -3.69, -1.96)
H (-0.87, -3.36, 0.54)
H (0.83, -3.16, 0.45)
H (-2.43, -1.58, 1.12)
H (-2.57, 0.74, 2.05)
H (-0.66, 2.17, 2.13)
H (1.36, 1.63, 0.84)
H (1.66, -0.78, 0.06)
C (0.96, 3.26, -1.48)
C (1.60, 2.01, -2.20)
H (0.25, 3.12, -0.66)
H (1.82, 3.73, -1.01)
H (0.52, 3.86, -2.28)
H (0.84, 1.66, -2.90)
H (1.72, 1.19, -1.50)
H (2.51, 2.43, -2.61)

Properties
structure (SMILES)	CCc1ccccc1.CC
orbital gap	10.1163	eV


*two*
Below is a cluster of 2 separate species, C10H16 in total, with properties calculated with the ωB97M-V functional and the def2-TZVPD basis.

CARTESIAN COORDINATES (ANGSTROEM)
C (-0.55, 2.64, 1.86)
C (-1.04, 1.86, 0.66)
C (-2.00, 0.87, 0.85)
C (-2.33, 0.00, -0.18)
C (-1.76, 0.14, -1.44)
C (-0.92, 1.22, -1.66)
C (-0.56, 2.07, -0.62)
H (0.12, 3.41, 1.49)
H (-0.01, 1.98, 2.55)
H (-1.37, 3.10, 2.42)
H (-2.49, 0.81, 1.81)
H (-3.16, -0.68, -0.06)
H (-1.78, -0.57, -2.25)
H (-0.33, 1.20, -2.56)
H (0.15, 2.88, -0.76)
C (2.04, -2.24, 0.99)
C (1.57, -2.54, -0.45)
C (1.36, -1.21, -1.20)
H (1.15, -2.12, 1.60)
H (2.43, -1.22, 0.99)
H (2.67, -2.96, 1.48)
H (2.36, -3.04, -1.02)
H (0.62, -3.05, -0.46)
H (0.74, -0.60, -0.56)
H (2.26, -0.63, -1.40)
H (0.82, -1.34, -2.13)

Properties
structure (SMILES)	Cc1ccccc1.CCC
orbital gap	10.0068	eV


Of them, *one* has the lowest stability.


*one*
Below is a cluster of 2 separate species, C10H16 in total, with properties calculated with the ωB97M-V functional and the def2-TZVPD basis.

CARTESIAN COORDINATES (ANGSTROEM)
C (-2.40, 3.33, 0.88)
C (-1.34, 2.60, 0.09)
C (-0.03, 3.06, 0.27)
C (1.03, 2.35, -0.26)
C (0.78, 1.22, -1.05)
C (-0.52, 0.78, -1.16)
C (-1.62, 1.42, -0.58)
H (-2.03, 3.58, 1.87)
H (-3.30, 2.75, 1.05)
H (-2.75, 4.23, 0.37)
H (0.19, 3.94, 0.87)
H (2.05, 2.58, 0.03)
H (1.62, 0.70, -1.51)
H (-0.72, -0.18, -1.64)
H (-2.58, 0.94, -0.58)
C (1.32, -2.63, 1.34)
C (0.83, -2.49, -0.11)
C (0.89, -3.85, -0.85)
H (2.24, -3.21, 1.34)
H (0.64, -3.17, 2.00)
H (1.60, -1.65, 1.74)
H (-0.16, -2.05, -0.19)
H (1.53, -1.80, -0.57)
H (0.28, -4.64, -0.44)
H (0.52, -3.66, -1.86)
H (1.92, -4.16, -1.03)

Properties
structure (SMILES)	Cc1ccccc1.CCC
orbital gap	10.0271	eV


*two*
Below is a cluster of 2 separate species, C10H16 in total, with properties calculated with the ωB97M-V functional and the def2-TZVPD basis.

CARTESIAN COORDINATES (ANGSTROEM)
C (-1.41, -0.76, -1.11)
C (-0.39, -0.08, -0.11)
C (-0.71, 0.48, 1.23)
C (-0.36, -0.16, 2.42)
C (-0.09, 0.60, 3.58)
C (-0.51, 1.98, 3.75)
C (-1.15, 2.57, 2.51)
C (-0.99, 1.87, 1.27)
H (-2.30, -1.09, -0.57)
H (-0.99, -1.67, -1.49)
H (-1.68, -0.10, -1.99)
H (0.47, -0.78, 0.14)
H (0.11, 0.67, -0.74)
H (-0.30, -1.30, 2.49)
H (0.37, 0.15, 4.46)
H (-0.45, 2.43, 4.62)
H (-1.54, 3.55, 2.74)
H (-1.05, 2.37, 0.35)
C (1.12, -0.70, -3.03)
C (2.18, -1.84, -2.71)
H (1.32, -0.17, -3.98)
H (0.24, -1.31, -3.38)
H (1.02, 0.02, -2.25)
H (2.26, -2.40, -3.69)
H (3.16, -1.64, -2.31)
H (1.67, -2.67, -2.20)

Properties
structure (SMILES)	CCc1ccccc1.CC
orbital gap	9.6774	eV


*three*
Below is a cluster of 2 separate species, C10H16 in total, with properties calculated with the ωB97M-V functional and the def2-TZVPD basis.

CARTESIAN COORDINATES (ANGSTROEM)
C (-0.02, 2.92, 0.65)
C (0.04, 1.42, 1.03)
C (0.16, 0.62, -0.26)
C (1.33, 0.66, -0.98)
C (1.44, -0.03, -2.18)
C (0.43, -0.84, -2.63)
C (-0.78, -0.84, -1.93)
C (-0.92, -0.11, -0.78)
H (0.63, 3.18, -0.18)
H (0.10, 3.51, 1.56)
H (-1.02, 3.15, 0.28)
H (0.81, 1.09, 1.73)
H (-0.93, 1.21, 1.43)
H (2.23, 1.13, -0.59)
H (2.36, 0.08, -2.76)
H (0.44, -1.31, -3.59)
H (-1.61, -1.36, -2.37)
H (-1.85, -0.16, -0.23)
C (0.02, -2.13, 2.78)
C (-1.40, -1.62, 2.51)
H (0.38, -1.96, 3.79)
H (0.09, -3.17, 2.46)
H (0.70, -1.61, 2.09)
H (-1.65, -1.94, 1.51)
H (-1.55, -0.57, 2.75)
H (-1.99, -2.11, 3.29)

Properties
structure (SMILES)	CCc1ccccc1.CC
orbital gap	10.0457	eV


Of them, *two* has the lowest stability.


*one*
Below is a cluster of 2 separate species, C3H7NO3 in total, with properties calculated with the ωB97M-V functional and the def2-TZVPD basis.

CARTESIAN COORDINATES (ANGSTROEM)
C (-0.74, -0.12, -0.38)
C (1.29, 1.18, -0.06)
C (0.81, -0.29, 0.06)
N (-1.57, -0.41, 0.50)
O (1.36, -1.11, -0.94)
O (0.92, -0.90, 1.31)
O (-3.59, -0.02, -0.01)
H (-0.76, 0.13, -1.40)
H (1.33, 1.37, -1.20)
H (0.73, 1.87, 0.41)
H (2.27, 1.28, 0.33)
H (0.93, -1.90, -0.94)
H (0.88, -0.27, 2.01)
H (-3.85, -0.81, 0.31)

Properties
orbital gap (alpha / beta)	8.9472 / 10.3856	eV


*two*
Below is a cluster of 2 separate species, C3H7NO3 in total, with properties calculated with the ωB97M-V functional and the def2-TZVPD basis.

CARTESIAN COORDINATES (ANGSTROEM)
C (-1.48, -0.11, -0.85)
C (-0.54, 0.86, -0.18)
O (0.17, 1.82, -0.58)
N (-0.38, 0.45, 1.17)
C (-0.48, -0.71, 1.90)
O (-0.91, -1.78, 1.53)
H (-1.46, -1.20, -0.58)
H (-1.37, 0.01, -1.92)
H (-2.51, 0.21, -0.73)
H (0.27, 0.99, 1.53)
H (-0.13, -0.39, 2.89)
O (2.99, -0.28, -2.23)
H (2.34, -0.16, -1.60)
H (2.53, -0.90, -2.73)

Properties
structure (SMILES)	CC(=O)NC=O.O
orbital gap	11.0727	eV


*three*
Below is a cluster of 2 separate species, C3H7NO3 in total, with properties calculated with the ωB97M-V functional and the def2-TZVPD basis.

CARTESIAN COORDINATES (ANGSTROEM)
N (1.97, -0.94, 0.08)
C (1.64, 0.36, 0.19)
O (2.40, 1.27, 0.40)
C (0.05, 0.72, -0.37)
C (-0.42, 0.06, 0.86)
O (-0.64, -1.16, 0.90)
H (2.92, -1.21, 0.25)
H (1.22, -1.62, 0.18)
H (-0.06, 1.81, -0.40)
H (-0.08, 0.14, -1.28)
H (-0.79, 0.74, 1.64)
O (-2.58, 0.27, -0.70)
H (-2.63, -0.57, -0.20)
H (-3.00, 0.13, -1.54)

Properties
structure (SMILES)	NC(=O)CC=O.O
orbital gap	9.9735	eV


*four*
Below is the molecule C3H7NO3, with properties calculated with the ωB97M-V functional and the def2-TZVPD basis.

CARTESIAN COORDINATES (ANGSTROEM)
N (0.46, -1.78, -0.42)
C (0.31, -0.39, -0.16)
C (-1.10, 0.28, -0.50)
O (-0.89, 1.70, -0.41)
C (0.88, 0.03, 1.23)
O (1.48, -0.84, 1.82)
O (0.92, 1.39, 1.44)
H (1.06, -1.86, -1.21)
H (0.80, -2.30, 0.36)
H (0.82, 0.24, -0.92)
H (-1.90, -0.06, 0.24)
H (-1.36, -0.07, -1.44)
H (-1.69, 1.99, -0.87)
H (0.21, 1.66, 0.84)

Properties
structure (SMILES)	N[C@@H](CO)C(=O)O
orbital gap	10.0859	eV


Of them, *one* has the lowest stability.


*one*
Below is a cluster of 2 separate species, C3H7NO3 in total, with properties calculated with the ωB97M-V functional and the def2-TZVPD basis.

CARTESIAN COORDINATES (ANGSTROEM)
C (-0.57, 1.28, 1.32)
C (-1.81, 0.88, 0.58)
O (-2.65, 1.64, 0.05)
O (-1.92, -0.49, 0.57)
H (-0.43, 0.59, 2.23)
H (-0.67, 2.29, 1.63)
H (0.29, 1.18, 0.65)
H (-2.74, -0.66, 0.01)
N (2.26, -1.28, -1.65)
C (1.31, -1.11, -0.70)
O (1.61, -0.85, 0.46)
H (2.89, -0.48, -1.63)
H (2.17, -1.82, -2.45)
H (0.26, -1.17, -1.07)

Properties
structure (SMILES)	CC(=O)O.NC=O
orbital gap	11.0524	eV


*two*
Below is a structure of composition C3H7NO3, with properties calculated with the ωB97M-V functional and the def2-TZVPD basis.

CARTESIAN COORDINATES (ANGSTROEM)
C (1.20, 0.09, 1.61)
N (-1.27, 0.42, 1.24)
O (-1.50, -0.32, 0.21)
O (-2.00, 0.39, 2.19)
H (1.07, -0.97, 1.80)
H (2.23, 0.41, 1.49)
H (0.69, 0.70, 2.35)
C (-0.34, 0.11, -2.10)
C (0.09, -0.36, -0.74)
O (0.96, 0.36, -0.13)
H (0.19, -1.45, -0.62)
H (0.47, -0.08, -2.81)
H (-0.57, 1.17, -2.06)
H (-1.22, -0.44, -2.42)

Properties
orbital gap	9.0443	eV


Of them, *two* has the lowest stability.